This record from the Open Molecules 2025 dataset describes a 2-piece molecular cluster, C4H13N3 overall. The level of theory is the ωB97M-V functional and the def2-TZVPD basis.

Properties
Frontier orbital gap: 6.5 eV
LUMO level: -10.2889 eV
Charge: +2
Relative energy (zero: lowest compared OMol25 entry of this formula, charge and spin): 146.5 kcal/mol
Calculated total energy: -8807.2245 eV

Each line ends with the natural charge from an NBO analysis.
Atoms and positions in Å:
C 0.33835 0.61074 0.96983  0.127
C -1.01340 0.27226 1.33436  -0.536
C -1.31950 -0.45044 -0.03869  0.111
C -0.49266 -1.29615 -0.62573  0.038
N 0.88268 -0.99644 -0.83775  -0.755
N -2.76052 -0.82855 -0.21821  -0.701
N 3.05338 1.72322 -0.44999  -1.133
H 1.11949 -0.09965 1.21633  0.237
H 0.73001 1.62016 0.81492  0.294
H -1.18814 -0.43086 2.16652  0.296
H -1.76664 1.06888 1.29258  0.273
H -0.70612 -2.02324 -1.42077  0.261
H 1.52183 -1.67980 -0.46140  0.464
H 0.83279 -0.19425 -1.44978  0.469
H -3.00120 -1.82339 -0.12874  0.475
H -3.18046 -0.53387 -1.11417  0.471
H -3.39774 -0.33335 0.42424  0.462
H 3.26520 1.64505 -1.43659  0.385
H 3.46959 2.61655 -0.19620  0.389
H 3.61306 1.13315 0.15925  0.372